# 1
# C3H4NP

One molecule with the formula C3H4NP at a distorted geometry (ωB97M-V/def2-TZVPD, the OMol25 dataset).

* Kohn-Sham gap: 9.65 eV
* 2S+1: 1
* relative energy (zero: lowest compared OMol25 entry of this formula, charge and spin): 0.880 eV
* E: -13952.46363 eV
* M: 85.05 g/mol
* SMILES: [H]/P=C/CC#N
* total charge: 0

Last column: Löwdin charge in e.
Geometry (Å):
C1 0.651 -2.148 -0.171  -0.279
C2 0.025 0.089 -0.439  -0.542
C3 0.501 -0.943 0.591  -0.276
N1 0.590 -3.159 -0.737  0.149
P1 0.690 1.669 -0.477  0.789
H1 -0.612 -0.141 -1.237  0.011
H2 -0.413 -1.209 1.252  0.150
H3 1.298 -0.566 1.238  0.103
H4 -0.122 2.047 -1.716  -0.105

# 2
# C3H4NP

One molecule with the formula C3H4NP at a distorted geometry (ωB97M-V/def2-TZVPD, the OMol25 dataset).

* Kohn-Sham gap: 9.38 eV
* 2S+1: 1
* relative energy (zero: lowest compared OMol25 entry of this formula, charge and spin): 0.967 eV
* E: -13952.37650 eV
* M: 85.05 g/mol
* SMILES: C1=NC=[PH]=C1
* total charge: 0

Last column: Löwdin charge in e.
Geometry (Å):
C1 0.576 0.516 0.889  -0.320
C2 1.245 0.228 -0.276  -0.173
C3 -1.309 -0.019 -0.047  -0.431
N1 -0.742 0.452 1.014  -0.026
P1 -0.264 -0.455 -1.429  0.889
H1 1.097 0.888 1.705  0.074
H2 2.229 0.442 -0.574  0.017
H3 -2.356 -0.249 -0.080  0.055
H4 -0.476 -1.803 -1.202  -0.084